Record 1
Formula: C4H7Cl2O
Source: the Open Molecules 2025 dataset
Level of theory: ωB97M-V with the def2-TZVPD basis set

Each line ends with the natural charge from an NBO analysis.
CARTESIAN COORDINATES (ANGSTROEM)
1 C -1.337 1.358 -1.764  -0.43
2 C -0.255 0.587 -1.533  -0.24
3 Cl 1.325 1.121 -1.887  -0.01
4 H -2.322 0.917 -1.706  0.21
5 H -1.233 2.413 -1.995  0.21
6 H -0.272 -0.451 -1.191  0.24
7 C 0.874 -0.986 1.528  -0.15
8 C -0.251 -0.052 1.372  -0.22
9 Cl -0.149 1.567 1.652  0.07
10 O 0.770 -1.731 0.307  -0.73
11 H 1.812 -0.424 1.619  0.19
12 H 0.698 -1.612 2.415  0.18
13 H -1.193 -0.384 0.966  0.20
14 H 1.534 -2.323 0.218  0.48

Summary:
HOMO energy (spin up / spin down) = -7.81 / -9.29 eV
Total charge = 0
Multiplicity = 2
Gap between HOMO and LUMO (spin up / spin down) = 0.3148 / 0.3475 Eh
Maximum force = 2.0 eV/A

Record 2
Formula: C5H12N3O
Source: the Open Molecules 2025 dataset
Level of theory: ωB97M-V with the def2-TZVPD basis set

Each line ends with the natural charge from an NBO analysis.
CARTESIAN COORDINATES (ANGSTROEM)
1 C -2.465 0.852 1.643  0.09
2 C -1.097 0.973 0.930  0.04
3 C 1.233 -0.685 -0.563  0.29
4 C 0.765 -2.102 -0.496  -0.68
5 C 1.211 1.173 -2.029  -0.42
6 N -2.287 0.211 2.712  -0.58
7 N -0.021 0.575 1.480  -0.05
8 N 0.672 -0.061 -1.589  -0.55
9 O 1.119 0.371 0.955  -0.43
10 H -3.348 1.232 1.090  0.22
11 H -1.067 1.122 -0.161  0.22
12 H 2.367 -0.630 -0.489  0.23
13 H 0.954 -2.561 0.490  0.25
14 H 1.356 -2.715 -1.090  0.26
15 H -0.293 -2.227 -0.677  0.22
16 H 0.528 1.563 -2.714  0.22
17 H 1.360 1.847 -1.206  0.21
18 H 2.220 1.012 -2.442  0.22
19 H -3.044 0.240 3.449  0.39
20 H 0.003 0.291 2.572  0.44
21 H -0.167 -0.481 -1.867  0.40

Summary:
HOMO energy = -13.83 eV
Total charge = +1
Gap between HOMO and LUMO = 0.3407 Eh
ΔE to the lowest compared entry with this formula, charge and spin = 513.0 kJ/mol
Maximum force = 4.4 eV/A

Record 3
Formula: C3H11N2S
Source: the Open Molecules 2025 dataset
Level of theory: ωB97M-V with the def2-TZVPD basis set

Each line ends with the natural charge from an NBO analysis.
CARTESIAN COORDINATES (ANGSTROEM)
1 C -1.809 1.938 -0.160  -0.46
2 C 1.056 -2.264 -0.046  -0.44
3 C 0.402 0.280 -0.320  -0.13
4 N -1.403 0.763 0.475  -0.52
5 N 0.538 -1.007 0.555  -0.56
6 S 1.566 1.688 -0.223  0.10
7 H -2.243 1.572 -1.070  0.21
8 H -2.614 2.304 0.386  0.24
9 H -1.189 2.812 -0.237  0.21
10 H 1.711 -2.062 -0.969  0.25
11 H 1.615 -2.799 0.709  0.24
12 H 0.205 -2.941 -0.329  0.24
13 H 0.014 0.019 -1.321  0.24
14 H -1.000 0.730 1.413  0.34
15 H -0.337 -1.428 0.923  0.46
16 H 1.120 -0.702 1.335  0.44
17 H 2.370 1.097 -1.121  0.16

Summary:
HOMO energy = -13.85 eV
Total charge = +1
Gap between HOMO and LUMO = 0.3752 Eh
ΔE to the lowest compared entry with this formula, charge and spin = 419.2 kJ/mol
Maximum force = 6.1 eV/A

Record 4
Formula: ClO5S2
Source: the Open Molecules 2025 dataset
Level of theory: ωB97M-V with the def2-TZVPD basis set

Each line ends with the natural charge from an NBO analysis.
CARTESIAN COORDINATES (ANGSTROEM)
1 O 2.087 0.202 -0.516  -0.87
2 O 1.289 -1.468 1.089  -0.86
3 O 0.681 -1.567 -1.419  -0.85
4 O -0.451 1.685 1.209  -0.87
5 O -1.886 -0.308 1.012  -0.87
6 S 1.185 -0.888 -0.230  2.32
7 S -0.823 0.512 0.438  1.66
8 Cl -2.082 1.833 -1.582  -0.66

Summary:
HOMO energy (spin up / spin down) = -5.94 / -5.94 eV
Total charge = -1
Gap between HOMO and LUMO (spin up / spin down) = 0.2749 / 0.2749 Eh
ΔE to the lowest compared entry with this formula, charge and spin = 33.5 kJ/mol
Maximum force = 2.6 eV/A

Record 5
Formula: C5H11Cl2NO
Source: the Open Molecules 2025 dataset
Level of theory: ωB97M-V with the def2-TZVPD basis set

Each line ends with the natural charge from an NBO analysis.
CARTESIAN COORDINATES (ANGSTROEM)
1 Cl 6.980 -3.814 0.579  -0.24
2 C 6.303 -5.138 1.648  -0.79
3 C 7.231 -6.421 1.574  -0.53
4 Cl 8.790 -6.254 2.422  -0.12
5 H 5.241 -5.371 1.569  0.13
6 H 6.403 -4.738 2.657  0.19
7 H 7.657 -6.558 0.580  0.20
8 H 6.654 -7.308 1.837  0.21
9 C 8.729 0.260 -1.631  0.52
10 O 9.481 0.872 -2.397  -0.66
11 N 7.801 0.754 -0.815  -0.42
12 C 6.970 -0.035 0.079  -0.45
13 C 7.480 2.167 -0.912  -0.43
14 H 8.838 -0.835 -1.649  0.12
15 H 5.915 0.072 -0.171  0.19
16 H 7.121 0.386 1.073  0.19
17 H 7.202 -1.095 0.178  0.25
18 H 6.617 2.327 -1.559  0.19
19 H 7.400 2.420 0.145  0.20
20 H 8.264 2.720 -1.428  0.24

Summary:
HOMO energy (spin up / spin down) = 0.96 / -7.14 eV
Total charge = -1
Multiplicity = 2
Gap between HOMO and LUMO (spin up / spin down) = 0.0703 / 0.3655 Eh
Maximum force = 2.6 eV/A

Record 6
Formula: C5H13NS
Source: the Open Molecules 2025 dataset
Level of theory: ωB97M-V with the def2-TZVPD basis set

Each line ends with the natural charge from an NBO analysis.
CARTESIAN COORDINATES (ANGSTROEM)
1 C 0.620 -0.617 1.254  -0.42
2 C 2.140 -0.275 1.347  -0.49
3 S 2.453 0.994 0.029  -0.10
4 C 0.015 -0.939 -0.159  -0.22
5 N -0.743 0.324 -0.494  -0.48
6 C -2.102 0.228 0.000  -0.44
7 C -0.529 0.624 -1.908  -0.44
8 H 0.459 -1.579 1.798  0.19
9 H 0.015 0.005 1.918  0.21
10 H 2.686 -1.171 1.131  0.22
11 H 2.399 0.195 2.311  0.22
12 H 1.283 1.693 0.105  0.15
13 H 0.810 -1.164 -0.863  0.22
14 H -0.723 -1.694 0.024  0.19
15 H -2.888 0.096 -0.751  0.19
16 H -2.306 1.234 0.466  0.20
17 H -2.298 -0.366 0.965  0.21
18 H 0.048 1.565 -1.972  0.19
19 H -1.378 0.811 -2.587  0.19
20 H 0.040 0.034 -2.613  0.21

Summary:
SMILES = CN(C)CCCS
HOMO energy = -8.38 eV
Total charge = 0
Gap between HOMO and LUMO = 0.3432 Eh
ΔE to the lowest compared entry with this formula, charge and spin = 210.1 kJ/mol
Maximum force = 3.8 eV/A